The following is a DFT calculation (ωB97M-V with the def2-TZVPD basis set) of a molecular structure, C8H20ClInLaO in a non-equilibrium geometry.

The total energy comes out at -29223.189 eV. Its total charge is -1.

Geometry as XYZ:
```
32
Properties=species:S:1:pos:R:3:forces:R:3:lowdin_charge:R:1
La -0.2356 -0.1308 0.4585 1.8 -1.3 -1.7 1.542
In 0.8477 -0.0981 -3.0996 -1.4 1.1 0.5 0.464
Cl 1.8072 -2.0614 -2.0486 0.1 -0.4 0.8 -0.146
O 0.2159 0.3103 2.4748 0.7 0.6 3.2 -0.562
C -2.2112 -1.3757 0.7804 -1.8 -1.0 0.4 -0.402
C 0.1670 -1.2543 4.2696 -0.2 -0.2 0.8 -0.056
C 1.5042 0.8710 4.4370 0.0 -0.1 0.0 -0.055
C -0.4699 -1.0250 -4.5919 0.0 0.3 0.2 -0.286
C 0.2160 0.2297 3.9046 0.3 -0.2 -1.7 -0.733
C -1.0242 0.9520 4.3743 -0.4 -0.2 0.8 -0.057
C 2.5115 1.2300 -3.4334 0.3 0.0 0.3 -0.295
C -0.8799 1.4342 -1.1146 0.8 0.9 -2.9 -0.483
H -2.0762 -2.4210 0.4564 -0.1 0.0 0.1 -0.051
H 0.1421 -1.3881 5.3703 0.0 0.0 -0.4 0.082
H -1.7347 1.3297 -1.8044 -0.3 -0.2 0.3 -0.139
H 2.4236 1.6288 -4.4481 0.3 0.1 0.1 -0.041
H -2.4719 -1.3935 1.8543 -0.1 -0.1 -0.2 -0.061
H -1.9311 0.4840 3.9804 0.2 -0.1 -0.1 0.081
H 1.0467 -1.7843 3.9001 0.0 0.1 -0.1 0.076
H -1.1086 0.9515 5.4684 0.0 0.0 0.0 0.080
H -0.1389 -2.0650 -4.7501 -0.2 0.4 -0.1 -0.035
H 1.5691 1.9135 4.0944 0.0 -0.3 0.1 0.081
H -0.7243 -1.7514 3.8577 0.2 0.3 0.0 0.077
H 1.5181 0.8468 5.5350 0.1 0.1 -0.1 0.075
H -1.0190 1.9777 4.0475 0.1 0.5 -0.2 0.075
H 2.4593 2.0491 -2.6957 0.1 -0.3 -0.4 -0.029
H -3.0803 -0.9726 0.2361 0.1 -0.1 0.1 -0.047
H -0.4433 2.3804 -1.5003 0.0 0.0 0.4 -0.139
H -0.3923 -0.4204 -5.5120 -0.2 -0.4 0.2 -0.039
H 3.4565 0.6655 -3.2994 -0.4 0.4 -0.2 -0.027
H 2.3829 0.3173 4.0574 -0.4 0.3 0.1 0.082
H -1.5022 -1.0013 -4.1994 0.5 -0.1 -0.3 -0.030
```
Forces are in eV/Å.